1.
The following is a quantum chemistry calculation of C18H27B4Br18F8NO7 as an isolated structure at a distorted geometry, from OMol25.

Structure (XYZ):
```
83
C18H27B4Br18F8NO7, DFT ωB97M-V/def2-TZVPD
C -5.5514 -0.8126 4.8449
C -5.9488 -1.1758 3.4243
O -6.4598 -2.4890 3.3647
C -5.8820 -3.2570 2.3493
C -4.4726 -3.6788 2.6925
O -3.9917 -4.4387 1.6127
C -2.8958 -5.2548 1.9829
B -1.5629 -4.4245 2.1881
O -1.2290 -3.4425 1.2800
B 0.1106 -3.1121 1.2018
C 0.7177 -2.6235 -0.1515
C 0.1248 -1.2551 -0.5550
O 1.0441 -0.5335 -1.3583
C 1.8592 0.3926 -0.6871
C 3.2659 0.3283 -1.2850
F 3.5426 -0.9552 -1.7038
F 3.3777 1.1481 -2.3836
C 4.3905 0.6363 -0.2562
F 4.1754 -0.1411 0.8504
F 5.5802 0.2525 -0.7797
C 4.4821 2.1398 0.1619
F 3.4074 2.8163 -0.3402
F 5.6088 2.6841 -0.3878
C 4.5467 2.3365 1.7174
F 5.4753 3.3000 2.0043
F 3.3241 2.7729 2.1510
O 0.8908 -3.2021 2.3425
B 0.4837 -4.0552 3.3539
B 1.5290 -4.3575 4.6919
N 2.9822 -4.5535 4.5251
O 0.9902 -4.4443 5.9603
O -0.7436 -4.6937 3.2640
H -4.7800 -0.0478 4.8291
H -5.1529 -1.6760 5.3701
H -6.3965 -0.4167 5.3989
H -5.0924 -1.0722 2.7575
H -6.7164 -0.4787 3.0862
H -6.4925 -4.1447 2.2063
H -5.8598 -2.7320 1.3916
H -3.8564 -2.7804 2.8196
H -4.4695 -4.2573 3.6182
H -3.1336 -5.8470 2.8680
H -2.7395 -5.9372 1.1463
H 1.8010 -2.5394 -0.1137
H 0.4842 -3.3267 -0.9483
H -0.2065 -0.6696 0.3036
H -0.7546 -1.4159 -1.1717
H 1.4644 1.3970 -0.8228
H 1.8943 0.1708 0.3775
H 4.8240 1.4310 2.2485
H 3.1897 -5.3849 3.9826
H 3.3385 -3.7858 3.9611
H 1.2896 -3.7164 6.5089
C 7.3717 0.2973 -4.7281
Br 6.0271 -0.9690 -5.2623
Br 6.7326 1.4515 -3.3348
Br 9.0117 -0.5783 -4.2335
H 7.5977 0.9063 -5.5911
C -1.6085 2.8508 1.4664
Br -2.9329 1.6432 2.1629
Br 0.1637 2.1596 1.7491
Br -1.9164 3.2380 -0.3879
H -1.6914 3.7773 2.0134
C -6.3707 3.2408 2.5041
Br -6.5489 2.5311 4.2818
Br -8.0840 3.5140 1.6800
Br -5.2976 4.8387 2.4835
H -5.8428 2.5003 1.9177
C 7.3778 2.0885 -8.9412
Br 7.8626 3.7937 -9.6863
Br 8.7828 1.3787 -7.8383
Br 5.7196 2.1773 -7.9765
H 7.2393 1.4057 -9.7653
C -12.3814 2.1098 1.1378
Br -12.5526 1.2614 2.8528
Br -11.5376 3.8315 1.2872
Br -11.4592 0.9864 -0.1196
H -13.3774 2.2727 0.7562
C 8.3651 7.5989 -10.8617
Br 9.6210 8.0297 -9.4719
Br 6.6508 8.4054 -10.5419
Br 9.0495 8.0520 -12.5997
H 8.2214 6.5297 -10.8461
```

Computed properties:
- Energy: -48514.3215 Ha
- Lowest unoccupied orbital energy: -0.32 eV
- Orbital gap: 9.1 eV

2.
The following is a quantum chemistry calculation of C18H27BCl2N6O2Ru as an isolated structure at a distorted geometry, from OMol25.

Structure (XYZ):
```
57
C18H27BCl2N6O2Ru, DFT ωB97M-V/def2-TZVPD
Ru 1.1069 -0.1304 -0.5497
C 3.2034 0.0443 2.4091
C 1.7298 0.0209 2.5588
C 0.9964 0.0658 3.7381
C -0.3423 0.0518 3.3606
C -1.5343 0.0547 4.2368
N -0.3840 0.0068 2.0159
N 0.8670 -0.0365 1.5287
B -1.6278 0.0526 1.1003
N -1.5656 -1.1984 0.1985
N -0.4589 -1.5072 -0.5020
C -0.6573 -2.6871 -1.1125
C 0.4043 -3.3185 -1.9356
C -1.9312 -3.1389 -0.7953
C -2.4819 -2.1697 0.0404
C -3.8133 -2.1541 0.6856
N -1.5385 1.3234 0.2441
N -0.4195 1.6406 -0.4320
C -0.6069 2.7976 -1.0613
C 0.4439 3.4263 -1.8986
C -1.8978 3.2505 -0.7765
C -2.4616 2.2889 0.0523
C -3.8091 2.2637 0.6685
H 3.6665 0.0195 3.3919
H 3.5121 0.9592 1.9010
H 3.5591 -0.8058 1.8259
H 1.3788 0.1019 4.7375
H -1.2228 0.0599 5.2772
H -2.1449 -0.8302 4.0631
H -2.1493 0.9329 4.0494
H -2.6086 0.0448 1.7428
H 1.3188 -2.7136 -1.8908
H 0.0754 -3.4195 -2.9688
H 0.6307 -4.3161 -1.5650
H -2.3925 -4.0472 -1.1195
H -4.3828 -3.0351 0.4072
H -4.3715 -1.2681 0.3920
H -3.7132 -2.1338 1.7689
H 1.3549 2.8285 -1.8568
H 0.6632 4.4317 -1.5455
H 0.1125 3.5058 -2.9329
H -2.3573 4.1513 -1.1298
H -4.3687 3.1466 0.3732
H -3.7261 2.2454 1.7546
H -4.3558 1.3765 0.3530
Cl 3.0640 0.8658 -0.7432
C 6.1530 0.0128 -0.4788
Cl 6.0922 -1.6615 -0.4260
H 6.2335 0.5374 0.4529
H 6.4101 0.4742 -1.4119
C 1.9438 -0.5415 -4.5822
O 1.8963 -0.5016 -3.1389
C 0.8054 -0.0382 -2.5768
O -0.2010 0.3248 -3.1111
H 2.8745 -1.0429 -4.8318
H 1.9407 0.4763 -4.9737
H 1.0858 -1.0866 -4.9792
```

Computed properties:
- Multiplicity: 6
- Energy: -2221.0135 Ha
- Total charge: +1
- Lowest unoccupied orbital energy (alpha / beta): -2.94 / -5.98 eV
- Orbital gap (alpha / beta): 7.5 / 5.9 eV